[1]
Here is a cluster of 4 separate species, C33H64BrN3O18P3 in total at a distorted geometry from the OMol25 dataset. Energies are from ωB97M-V/def2-TZVPD.

The LUMO energy comes out at -4.2 eV. The HOMO energy comes out at -10.78 eV. Its net charge is +1. The value obtained for the frontier orbital gap is 6.6 eV. For the largest force on an atom, the calculation gives 9.97 eV Å⁻¹.

Each line ends with the Löwdin charge.
Positions of all 122 atoms, in Å:
C: -3.578 -1.715 1.707  0.204
C: -2.275 -1.933 1.760  -0.068
N: -0.793 -2.236 1.795  -0.114
C: -0.796 -3.715 1.494  -0.124
C: -1.442 -4.651 2.646  -0.129
C: -1.362 -6.191 2.063  -0.079
C: -0.653 -7.209 3.115  -0.355
O: 0.567 -7.133 3.479  0.050
O: -1.466 -8.292 3.630  0.031
C: -0.365 -1.976 3.246  -0.078
C: 0.164 -0.460 3.528  -0.331
C: 1.589 -0.667 4.263  -0.098
C: 2.213 0.250 5.170  0.037
C: -0.985 0.120 4.505  -0.187
C: -0.913 -0.550 6.009  -0.257
N: -2.329 -0.702 6.538  -0.036
C: 0.192 0.049 1.946  -0.510
Br: -1.251 1.408 1.788  0.950
C: 1.538 0.988 1.777  -0.200
C: 1.482 2.350 2.650  -0.224
C: 3.028 2.784 3.000  -0.162
C: 3.143 3.605 4.398  -0.243
O: 4.304 3.233 5.204  -0.124
C: 0.122 -1.308 1.010  -0.318
C: -0.294 -0.902 -0.488  -0.096
C: -0.551 -2.196 -1.482  -0.117
C: 0.041 -1.796 -2.950  -0.173
O: -0.888 -0.981 -3.728  -0.072
C: -0.456 0.400 -3.731  -0.351
C: 0.682 0.979 -4.727  0.003
O: -0.999 1.231 -2.917  0.024
O: 1.431 -1.886 1.289  -0.003
C: 2.309 -1.825 0.171  -0.171
N: 3.013 -2.027 -0.815  0.206
H: -4.708 -1.922 1.526  0.112
H: 0.221 -4.169 1.219  0.159
H: -1.475 -3.856 0.553  0.153
H: -0.810 -4.682 3.628  0.131
H: -2.556 -4.463 2.853  0.126
H: -2.381 -6.578 1.698  0.126
H: -0.656 -6.167 1.137  0.131
H: -2.011 -8.616 2.862  0.120
H: -1.383 -2.116 3.796  0.137
H: 0.285 -2.776 3.755  0.151
H: 2.171 -1.636 3.984  0.125
H: 1.669 1.251 5.416  0.080
H: 3.241 0.102 5.661  0.092
H: -2.072 -0.104 4.141  0.102
H: -0.879 1.268 4.686  0.115
H: -0.396 0.213 6.697  0.119
H: -0.367 -1.583 5.983  0.117
H: -2.834 -1.348 5.903  0.058
H: -2.268 -1.095 7.501  0.080
H: 2.516 0.386 1.889  0.114
H: 1.510 1.328 0.656  0.124
H: 1.017 3.234 2.069  0.112
H: 0.915 2.202 3.638  0.072
H: 3.467 3.466 2.163  0.125
H: 3.737 1.865 3.064  0.106
H: 3.211 4.755 4.227  0.135
H: 2.206 3.433 5.074  0.109
H: 4.637 2.335 4.966  0.076
H: -1.309 -0.322 -0.518  0.119
H: 0.465 -0.178 -1.002  0.135
H: -1.688 -2.363 -1.591  0.131
H: 0.026 -3.105 -1.075  0.107
H: 0.286 -2.792 -3.481  0.144
H: 1.050 -1.261 -2.774  0.123
H: 1.594 1.426 -4.185  0.093
H: 1.027 0.187 -5.486  0.093
H: 0.179 1.853 -5.315  0.113
C: -6.586 5.691 -0.883  -0.142
O: -6.059 6.040 0.390  -0.283
P: -5.190 4.758 1.149  0.731
O: -6.417 4.377 1.976  -0.255
O: -4.258 5.816 1.980  -0.264
C: -4.722 7.108 2.323  -0.117
O: -4.263 3.477 1.830  -0.268
C: -4.511 2.207 1.248  -0.194
H: -7.110 6.559 -1.294  0.093
H: -5.775 5.418 -1.557  0.076
H: -7.288 4.859 -0.784  0.083
H: -5.767 7.097 2.633  0.093
H: -4.593 7.780 1.464  0.090
H: -4.119 7.497 3.140  0.090
H: -4.380 2.258 0.164  0.084
H: -5.525 1.873 1.485  0.084
H: -3.797 1.491 1.658  -0.017
C: 4.329 5.800 -2.898  -0.144
O: 2.960 5.476 -2.700  -0.295
P: 1.910 6.187 -3.870  0.728
O: 1.577 7.334 -2.918  -0.258
O: 0.819 4.977 -3.695  -0.266
C: 0.696 4.254 -2.487  -0.130
O: 0.913 6.847 -5.107  -0.250
C: 1.519 7.900 -5.843  -0.145
H: 4.922 5.305 -2.124  0.089
H: 4.657 5.443 -3.874  0.076
H: 4.475 6.881 -2.827  0.085
H: 0.787 4.901 -1.613  0.091
H: 1.465 3.470 -2.454  0.077
H: -0.275 3.766 -2.460  0.077
H: 2.483 7.574 -6.243  0.078
H: 1.660 8.776 -5.206  0.084
H: 0.864 8.167 -6.673  0.090
C: 2.706 -8.986 -5.330  -0.140
O: 2.098 -7.802 -5.828  -0.283
P: 2.539 -6.384 -4.952  0.729
O: 1.257 -6.462 -4.123  -0.281
O: 2.300 -5.439 -6.268  -0.265
C: 1.383 -5.794 -7.285  -0.119
O: 3.071 -4.987 -4.101  -0.262
C: 3.664 -5.264 -2.841  -0.155
H: 2.382 -9.831 -5.945  0.093
H: 3.790 -8.901 -5.394  0.078
H: 2.404 -9.158 -4.294  0.083
H: 0.469 -6.227 -6.876  0.091
H: 1.861 -6.506 -7.971  0.091
H: 1.124 -4.906 -7.856  0.090
H: 4.474 -5.989 -2.958  0.080
H: 2.915 -5.653 -2.147  0.075
H: 4.075 -4.338 -2.437  0.072

Cartesian forces (eV/Å) of the 2 atoms listed first:
C 7.2 -2.5 -0.2
C -6.8 1.8 -1.1

[2]
Here is a cluster of 6 separate species, C33H64F2N10O4S2 in total at a distorted geometry from the OMol25 dataset. Energies are from ωB97M-V/def2-TZVPD.

The LUMO energy comes out at -6.3 eV. The HOMO energy comes out at -12.94 eV. The energy above the lowest of the compared OMol25 structures with the same formula, charge and spin is 40.0 kcal per mole. Its net charge is +4. The value obtained for the frontier orbital gap is 6.7 eV. For the largest force on an atom, the calculation gives 6.54 eV Å⁻¹.

Each line ends with the Löwdin charge.
Positions of all 115 atoms, in Å:
C: 5.482 12.590 -1.322  -0.086
C: 6.030 11.174 -1.531  -0.274
C: 5.193 10.021 -1.104  -0.227
C: 5.742 8.609 -1.319  -0.076
N: 4.923 7.612 -0.470  -0.224
C: 5.440 6.187 -0.651  -0.096
C: 5.098 5.370 0.623  -0.141
C: 4.820 6.377 1.763  -0.124
C: 5.212 7.733 1.051  -0.089
C: 3.399 7.794 -0.670  0.038
H: 4.452 12.728 -1.649  0.080
H: 6.200 13.323 -1.689  0.086
H: 5.413 12.746 -0.246  0.071
H: 7.013 11.143 -1.061  0.118
H: 6.235 11.082 -2.598  0.116
H: 4.216 10.025 -1.587  0.113
H: 4.982 10.246 -0.059  0.115
H: 6.755 8.648 -0.918  0.137
H: 5.627 8.315 -2.362  0.148
H: 4.971 5.684 -1.497  0.142
H: 6.528 6.154 -0.717  0.137
H: 4.256 4.680 0.560  0.117
H: 6.020 4.798 0.728  0.117
H: 3.824 6.387 2.204  0.106
H: 5.428 6.304 2.665  0.113
H: 4.696 8.603 1.456  0.121
H: 6.279 7.932 1.160  0.136
H: 3.121 7.864 -1.721  0.117
H: 2.973 8.611 -0.087  0.106
H: 2.865 6.967 -0.201  0.103
C: -2.930 -9.160 -8.000  -0.057
C: -3.118 -7.906 -8.864  -0.171
N: -4.185 -7.981 -9.841  -0.024
C: -5.544 -7.706 -9.715  0.014
C: -6.202 -7.743 -10.951  0.032
N: -5.187 -7.942 -11.834  -0.117
C: -4.025 -8.086 -11.180  0.002
C: -5.288 -7.969 -13.271  0.022
H: -3.852 -9.454 -7.499  0.074
H: -2.190 -9.093 -7.203  0.083
H: -2.571 -10.013 -8.576  0.082
H: -2.181 -7.615 -9.338  0.132
H: -3.202 -6.990 -8.279  0.134
H: -5.950 -7.534 -8.729  0.134
H: -7.219 -7.656 -11.304  0.145
H: -3.125 -8.228 -11.760  0.176
H: -4.802 -8.886 -13.606  0.111
H: -4.835 -7.095 -13.739  0.116
H: -6.337 -8.106 -13.534  0.110
C: -3.072 7.895 7.582  -0.035
C: -2.384 6.920 6.553  -0.155
N: -3.321 6.471 5.547  -0.084
C: -3.632 7.177 4.415  0.023
C: -4.672 6.461 3.735  0.027
N: -4.894 5.299 4.421  -0.116
C: -4.157 5.356 5.606  0.064
C: -5.939 4.395 4.127  -0.001
H: -3.735 7.293 8.203  0.078
H: -3.543 8.759 7.112  0.082
H: -2.355 8.334 8.277  0.082
H: -2.018 6.010 7.030  0.127
H: -1.592 7.433 6.008  0.125
H: -3.090 8.097 4.250  0.139
H: -5.280 6.707 2.877  0.140
H: -4.291 4.696 6.451  0.163
H: -5.548 3.492 3.658  0.117
H: -6.664 4.956 3.538  0.112
H: -6.481 4.157 5.042  0.113
C: -6.585 -11.190 -2.345  -0.049
C: -5.785 -11.244 -1.028  -0.149
N: -4.822 -10.143 -0.866  -0.051
C: -5.021 -8.784 -1.139  0.019
C: -3.854 -8.102 -0.730  0.012
N: -2.913 -9.016 -0.259  -0.097
C: -3.541 -10.244 -0.377  0.023
C: -1.548 -8.807 0.145  0.016
H: -7.376 -11.910 -2.136  0.090
H: -6.010 -11.438 -3.237  0.085
H: -7.095 -10.252 -2.563  0.072
H: -5.222 -12.162 -0.862  0.131
H: -6.437 -11.154 -0.158  0.135
H: -5.912 -8.414 -1.625  0.129
H: -3.691 -7.039 -0.830  0.135
H: -3.136 -11.174 -0.009  0.165
H: -1.383 -9.225 1.139  0.112
H: -1.332 -7.741 0.222  0.110
H: -1.019 -9.239 -0.704  0.115
C: 4.334 -1.018 9.977  -0.051
C: 4.642 -0.060 8.819  -0.167
N: 4.447 -0.751 7.569  -0.053
C: 3.282 -0.774 6.938  -0.066
C: 3.340 -1.577 5.898  0.005
N: 4.701 -1.875 5.693  -0.058
C: 5.346 -1.401 6.779  0.032
C: 5.358 -2.619 4.559  0.053
H: 3.413 -1.600 9.949  0.085
H: 4.348 -0.541 10.957  0.088
H: 5.191 -1.691 10.003  0.082
H: 5.615 0.409 8.968  0.136
H: 4.021 0.836 8.845  0.128
H: 2.368 -0.354 7.332  0.156
H: 2.590 -1.847 5.170  0.145
H: 6.391 -1.558 7.003  0.173
H: 6.419 -2.740 4.779  0.104
H: 5.123 -2.050 3.660  0.105
H: 4.850 -3.579 4.467  0.103
N: 0.571 -1.564 -1.013  -0.300
S: -0.495 -0.211 -1.167  0.573
O: -1.912 -0.515 -1.195  -0.299
O: 0.018 0.949 -1.905  -0.313
F: -0.226 0.304 0.284  -0.211
S: 1.108 -1.637 -2.421  0.415
O: 2.384 -0.984 -2.551  -0.310
O: 0.224 -1.512 -3.599  -0.329
F: 1.446 -3.211 -2.402  -0.226

Cartesian forces (eV/Å) of the 2 atoms listed first:
C -0.2 -0.7 1.3
C 1.1 0.7 -1.8